(1)
C40H40AuN2OP as an isolated structure at a distorted geometry. Source: OMol25; level of theory: ωB97M-V/def2-TZVPD.

The geometry in XYZ format:
```
85
C40H40AuN2OP (ωB97M-V/def2-TZVPD)
C 2.553 -0.462 0.768
C 2.978 -1.009 -0.474
C 2.799 -0.035 -1.478
H 3.419 -1.992 -0.622
C 2.258 1.141 -0.906
C 2.158 0.922 0.524
H 2.042 2.074 -1.423
C -0.672 -2.198 0.769
C 0.384 -2.907 0.106
C 0.107 -2.905 -1.279
H 1.213 -3.428 0.589
C -1.054 -2.131 -1.528
C -1.533 -1.629 -0.262
H 3.109 -0.139 -2.512
H 2.024 1.680 1.284
H 2.638 -0.925 1.745
H -2.510 -1.183 -0.088
H 0.666 -3.473 -2.028
H -0.939 -2.266 1.815
Au 0.214 -0.153 0.067
C -1.826 -1.991 -2.821
C -3.218 -2.616 -2.620
C -1.104 -2.720 -3.960
H -3.123 -3.622 -2.193
H -3.736 -2.693 -3.584
H -3.831 -2.009 -1.943
H -1.125 -3.802 -3.782
H -0.060 -2.393 -4.040
H -1.614 -2.510 -4.906
C -2.027 -0.489 -3.193
C -0.751 0.251 -3.538
H -2.448 0.041 -2.322
H -2.739 -0.419 -4.033
O 0.198 0.285 -2.742
N -0.692 0.938 -4.712
C 0.282 2.026 -4.839
H -1.504 0.952 -5.325
C 1.655 1.479 -5.125
C 2.781 2.128 -4.605
H 2.639 3.014 -3.977
C 4.056 1.636 -4.892
H 4.930 2.159 -4.496
C 4.207 0.498 -5.700
H 5.210 0.133 -5.939
C 3.075 -0.154 -6.214
H 3.183 -1.040 -6.844
C 1.796 0.342 -5.932
H 0.901 -0.149 -6.329
H 0.294 2.598 -3.901
H -0.030 2.699 -5.653
N -0.768 1.188 1.099
P -0.696 0.712 2.626
C -2.238 -0.065 3.120
C -2.387 -0.750 4.337
C -3.624 -1.312 4.667
C -4.715 -1.162 3.801
C -4.572 -0.453 2.598
C -3.333 0.101 2.259
C 0.669 -0.126 3.494
C 0.644 -1.484 3.881
C 1.727 -2.063 4.551
C 2.858 -1.299 4.855
C 2.905 0.048 4.479
C 1.817 0.628 3.819
C -0.688 2.319 3.409
C -0.760 2.378 4.805
C -0.699 3.622 5.431
C -0.566 4.783 4.654
C -0.493 4.705 3.254
C -0.559 3.457 2.617
H -1.545 -0.872 5.018
H -3.727 -1.868 5.602
H -5.684 -1.593 4.065
H -5.421 -0.331 1.921
H -3.193 0.656 1.326
H -0.230 -2.108 3.689
H 1.687 -3.121 4.831
H 3.706 -1.753 5.374
H 3.789 0.653 4.703
H 1.861 1.692 3.565
H -0.845 1.464 5.395
H -0.754 3.674 6.520
H -0.519 5.757 5.147
H -0.384 5.611 2.654
H -0.500 3.354 1.530
```

## Properties
<S²>   2.017
Total charge   0
E_LUMO (spin up / spin down)   0.62 / -1.37 eV
HOMO (spin up / spin down)   -0.2134 / -0.2389 hartree
Total energy   -2209.842080 Eh
Multiplicity   3

(2)
A 7-piece molecular cluster, C40H40B2F7O2 overall. Source: OMol25; level of theory: ωB97M-V/def2-TZVPD.

The geometry in XYZ format:
```
91
C40H40B2F7O2 (ωB97M-V/def2-TZVPD)
C -1.693 -4.497 -2.438
C -1.776 -2.959 -2.351
B -0.407 -2.142 -2.549
O 0.607 -2.872 -3.239
B -0.133 -0.549 -1.977
C -0.760 0.637 -3.012
C 0.231 1.168 -3.946
O 0.347 1.058 -5.128
F 1.180 1.945 -3.306
H -0.675 -4.857 -2.291
H -2.074 -4.868 -3.390
H -2.326 -4.949 -1.669
H -2.494 -2.589 -3.094
H -2.183 -2.667 -1.379
H 1.185 -3.326 -2.628
H 1.080 -0.399 -1.870
H -0.641 -0.407 -0.864
H -1.628 0.314 -3.587
H -1.076 1.470 -2.378
F -1.451 -4.575 0.816
C -1.812 -5.800 1.237
C -0.835 -6.600 1.792
C -1.183 -7.864 2.241
C -2.494 -8.308 2.120
C -3.455 -7.482 1.550
C -3.123 -6.211 1.102
H 0.162 -6.192 1.851
H -0.428 -8.500 2.684
H -2.767 -9.296 2.467
H -4.475 -7.830 1.448
H -3.858 -5.554 0.656
F -6.592 -1.106 4.938
C -5.577 -1.689 4.255
C -5.693 -3.018 3.905
C -4.651 -3.610 3.205
C -3.523 -2.873 2.870
C -3.437 -1.537 3.234
C -4.471 -0.929 3.934
H -6.583 -3.569 4.179
H -4.728 -4.649 2.913
H -2.714 -3.330 2.317
H -2.561 -0.961 2.966
H -4.430 0.112 4.222
F 1.345 1.175 0.185
C 1.685 2.395 0.606
C 1.764 3.417 -0.321
C 2.115 4.683 0.124
C 2.384 4.922 1.466
C 2.297 3.876 2.375
C 1.942 2.604 1.950
H 1.556 3.203 -1.362
H 2.177 5.494 -0.591
H 2.659 5.912 1.796
H 2.506 4.053 3.423
H 1.856 1.777 2.640
F 1.846 -5.241 2.649
C 2.076 -3.906 2.768
C 1.852 -3.106 1.665
C 2.071 -1.741 1.784
C 2.517 -1.214 2.991
C 2.731 -2.046 4.081
C 2.505 -3.412 3.980
H 1.502 -3.543 0.739
H 1.884 -1.096 0.933
H 2.695 -0.152 3.082
H 3.077 -1.633 5.019
H 2.656 -4.081 4.816
F -0.559 -1.195 -10.232
C -0.303 0.089 -9.887
C -0.283 1.041 -10.886
C -0.022 2.358 -10.533
C 0.214 2.694 -9.207
C 0.189 1.713 -8.223
C -0.074 0.393 -8.561
H -0.466 0.750 -11.912
H -0.006 3.123 -11.300
H 0.418 3.722 -8.937
H 0.374 1.955 -7.186
H -0.103 -0.380 -7.805
F 2.893 7.010 3.753
C 3.233 8.229 4.216
C 3.311 9.278 3.321
C 3.659 10.531 3.805
C 3.926 10.715 5.155
C 3.841 9.640 6.028
C 3.490 8.381 5.563
H 3.102 9.108 2.274
H 3.722 11.366 3.121
H 4.199 11.694 5.524
H 4.051 9.778 7.081
H 3.412 7.528 6.223
```

## Properties
Total charge   -1
E_LUMO   2.03 eV
HOMO   -0.1560 hartree
Total energy   -2447.536551 Eh

(3)
C40H40BCl4N2O6P2PbSe3Te as an isolated structure at a distorted geometry. Source: OMol25; level of theory: ωB97M-V/def2-TZVPD.

The geometry in XYZ format:
```
100
C40H40BCl4N2O6P2PbSe3Te (ωB97M-V/def2-TZVPD)
Pb -1.737 -1.363 -0.136
Cl 1.324 -8.043 -2.189
C 0.459 -6.552 -2.362
C -0.181 -6.265 -3.566
Cl -0.144 -7.382 -4.890
C -0.838 -5.037 -3.687
Cl -1.616 -4.616 -5.182
C -0.873 -4.129 -2.642
O -1.538 -2.931 -2.771
C -0.245 -4.378 -1.407
O -0.218 -3.521 -0.472
C 0.419 -5.636 -1.315
Cl 1.226 -5.975 0.182
Se -3.220 0.870 -1.069
Se -5.152 -0.224 -1.775
Te -5.917 -1.227 0.396
Se -3.909 -2.692 0.892
O -0.488 1.179 0.293
P 0.357 1.906 1.278
C 0.760 1.097 2.874
P -0.543 -0.093 3.349
O -0.871 -1.091 2.294
C -1.979 0.846 3.854
C -1.923 1.919 4.745
C -3.077 2.621 5.045
C -4.285 2.260 4.455
C -4.344 1.194 3.569
C -3.191 0.479 3.269
C 0.193 -0.957 4.755
C -0.252 -0.880 6.069
C 0.305 -1.706 7.038
C 1.301 -2.607 6.698
C 1.755 -2.685 5.384
C 1.200 -1.866 4.414
C 1.788 2.770 0.572
C 1.612 3.222 -0.734
C 2.656 3.854 -1.396
C 3.875 4.038 -0.753
C 4.046 3.595 0.553
C 3.003 2.966 1.217
C -0.609 3.331 1.895
C -0.071 4.275 2.770
C -0.854 5.318 3.243
C -2.181 5.424 2.842
C -2.717 4.499 1.958
C -1.932 3.454 1.479
H 0.858 1.855 3.654
H 1.672 0.515 2.781
H -0.980 2.210 5.197
H -3.036 3.455 5.735
H -5.184 2.817 4.693
H -5.278 0.912 3.100
H -3.227 -0.359 2.579
H -1.039 -0.183 6.333
H -0.054 -1.653 8.058
H 1.715 -3.264 7.452
H 2.524 -3.398 5.114
H 1.517 -1.947 3.380
H 0.660 3.052 -1.226
H 2.524 4.196 -2.415
H 4.693 4.525 -1.270
H 5.000 3.729 1.048
H 3.146 2.595 2.227
H 0.970 4.202 3.075
H -0.428 6.050 3.920
H -2.793 6.239 3.211
H -3.747 4.584 1.632
H -2.337 2.728 0.780
C 1.082 -0.923 -6.108
C 0.330 -0.655 -4.817
C 1.157 0.274 -3.934
O 0.199 -1.901 -4.111
B -1.094 -1.978 -3.643
O -1.897 -0.962 -4.069
C -1.163 -0.162 -5.004
C -1.719 -0.468 -6.388
C -1.393 1.299 -4.667
H 2.088 -1.268 -5.860
H 1.159 -0.015 -6.712
H 0.600 -1.707 -6.692
H 2.136 -0.180 -3.775
H 0.683 0.409 -2.959
H 1.294 1.248 -4.407
H -1.592 -1.523 -6.632
H -1.238 0.143 -7.155
H -2.789 -0.254 -6.381
H -1.157 1.499 -3.622
H -2.451 1.532 -4.801
H -0.798 1.946 -5.316
C 2.979 -2.931 -1.089
N 3.191 -1.483 -1.110
C 4.349 -0.976 -1.833
C 2.614 -0.697 -0.219
N 2.182 0.050 0.556
H 3.821 -3.435 -0.605
H 2.889 -3.293 -2.115
H 2.053 -3.162 -0.566
H 5.276 -1.367 -1.403
H 4.367 0.110 -1.787
H 4.292 -1.293 -2.874
```

## Properties
Total charge   -1
E_LUMO   2.00 eV
HOMO   -0.1418 hartree
Total energy   -12323.128679 Eh

(4)
C40H40Br2N7O9SbZr as an isolated structure. Source: OMol25; level of theory: ωB97M-V/def2-TZVPD.

The geometry in XYZ format:
```
100
C40H40Br2N7O9SbZr (ωB97M-V/def2-TZVPD)
Zr 0.224 0.385 0.069
N -1.003 1.261 -1.696
C -1.204 2.694 -2.026
C 0.091 3.489 -1.946
C 0.539 3.795 -0.525
N 1.130 2.633 0.193
H -0.500 0.817 -2.466
H -1.899 0.776 -1.646
H -1.939 3.100 -1.326
H -1.632 2.773 -3.026
H -0.075 4.444 -2.447
H 0.885 2.986 -2.503
H -0.326 4.124 0.050
H 1.255 4.618 -0.522
H 1.214 2.889 1.180
H 2.086 2.527 -0.138
C 2.609 -0.529 4.890
O 1.864 0.268 3.941
C 1.236 -0.293 2.953
O 0.592 0.447 2.171
N 1.256 -1.616 2.782
N 0.642 -2.111 1.630
H 3.022 0.185 5.593
H 3.420 -1.054 4.385
H 1.941 -1.216 5.409
H 1.819 -2.216 3.366
H 0.019 -2.874 1.872
H 1.345 -2.441 0.970
C -4.502 0.376 0.006
C -3.926 -0.964 -0.325
C -4.797 -2.075 -0.432
C -4.298 -3.309 -0.718
C -2.907 -3.465 -0.926
C -2.271 -4.698 -1.236
Br -3.285 -6.278 -1.390
C -0.919 -4.762 -1.419
C -0.146 -3.590 -1.312
Br 1.730 -3.689 -1.513
C -0.720 -2.377 -1.036
O -0.002 -1.259 -0.945
C -2.119 -2.304 -0.813
N -2.625 -1.075 -0.496
H -5.415 0.559 -0.562
H -3.798 1.180 -0.207
H -4.763 0.414 1.066
H -5.858 -1.926 -0.287
H -4.950 -4.168 -0.798
H -0.436 -5.701 -1.647
O 2.354 -0.126 0.306
C 2.625 0.117 -0.921
O 1.708 0.664 -1.598
C 3.936 -0.220 -1.495
C 4.910 -0.786 -0.680
C 6.127 -1.112 -1.239
C 6.414 -0.900 -2.576
C 5.418 -0.336 -3.351
C 4.182 0.010 -2.844
N 5.682 -0.095 -4.790
O 6.761 -0.434 -5.211
O 4.803 0.453 -5.419
N 7.161 -1.718 -0.369
O 8.229 -1.963 -0.872
O 6.863 -1.878 0.798
H 4.733 -0.971 0.368
H 7.373 -1.165 -2.997
H 3.435 0.442 -3.492
C 0.891 4.764 4.931
C 0.566 5.292 3.690
C -0.200 4.553 2.799
C -0.640 3.273 3.131
C -0.311 2.753 4.380
C 0.445 3.497 5.275
Sb -1.819 2.106 1.786
C -2.649 0.750 3.184
C -3.276 1.221 4.338
C -3.798 0.327 5.262
C -3.692 -1.041 5.047
C -3.056 -1.516 3.908
C -2.532 -0.622 2.984
C -3.436 3.448 1.459
C -4.728 3.133 1.869
C -5.769 4.026 1.652
C -5.532 5.237 1.020
C -4.250 5.555 0.600
C -3.209 4.663 0.813
H 1.473 5.346 5.633
H 0.891 6.288 3.420
H -0.471 5.015 1.857
H -0.662 1.772 4.676
H 0.672 3.089 6.251
H -3.355 2.285 4.525
H -4.287 0.701 6.152
H -4.104 -1.734 5.767
H -2.977 -2.582 3.738
H -2.053 -1.010 2.090
H -4.937 2.197 2.370
H -6.768 3.773 1.982
H -6.345 5.930 0.853
H -4.058 6.499 0.107
H -2.219 4.943 0.474
```

## Properties
Total charge   +2
E_LUMO   -5.44 eV
HOMO   -0.4779 hartree
Total energy   -8043.603322 Eh